1.
Entry from the Open Molecules 2025 dataset: C21H28IrN4O4PSi as an isolated structure at a distorted geometry (ωB97M-V with the def2-TZVPD basis set).

Positions of all 60 atoms, in Å:
1 Ir -1.34966 0.20590 -0.64032
2 O -0.38675 2.27914 -0.55153
3 C 0.80295 2.59524 -0.50915
4 C 1.93527 1.74303 -0.31663
5 C 3.22083 2.30088 -0.40402
6 C 4.33119 1.49742 -0.29462
7 C 4.21886 0.11342 -0.10012
8 C 2.98118 -0.45436 -0.00699
9 C 1.79289 0.32840 -0.06795
10 O 0.67864 -0.25274 0.16252
11 N 5.68110 2.08351 -0.40925
12 O 6.58181 1.29438 -0.38688
13 O 5.72411 3.27718 -0.50944
14 H 1.04734 3.66185 -0.62451
15 H 3.35194 3.36063 -0.57974
16 H 5.11450 -0.48877 -0.02990
17 H 2.85903 -1.51794 0.13914
18 C -2.61751 1.38601 4.51389
19 N -3.15913 -0.00691 4.21461
20 C -2.15821 -1.01380 4.76676
21 N -0.88105 -0.78560 4.20138
22 C -0.39680 0.54595 4.51803
23 N -1.31616 1.53097 3.97533
24 C -1.26594 1.61368 2.53991
25 P -1.79508 0.00366 1.74799
26 C -3.37341 -0.20215 2.75890
27 C -0.75463 -1.13768 2.81351
28 H -2.58470 1.51767 5.59980
29 H -3.29647 2.13116 4.09077
30 H -4.05219 -0.12571 4.70344
31 H -2.50894 -2.02562 4.54844
32 H -2.10719 -0.88594 5.85323
33 H 0.59559 0.69244 4.09049
34 H -0.32894 0.66504 5.60156
35 H -0.24299 1.84510 2.23401
36 H -1.91060 2.42508 2.18906
37 H -3.77743 -1.20684 2.59181
38 H -4.12575 0.51300 2.40993
39 H 0.29111 -1.06082 2.50788
40 H -1.07104 -2.17371 2.66401
41 C -0.85420 1.30564 -3.84753
42 Si -1.57867 -0.27890 -2.99347
43 C -3.06109 -1.06009 -3.93523
44 C -0.12766 -1.59757 -3.63700
45 C 0.51985 -2.31375 -2.66348
46 C 1.62500 -3.07465 -3.04121
47 C 1.99420 -3.12995 -4.36898
48 C 1.30306 -2.42795 -5.33286
49 C 0.20133 -1.65475 -4.96583
50 H -0.87940 1.15105 -4.92454
51 H 0.17459 1.49644 -3.55169
52 H -1.44347 2.19067 -3.62515
53 H -2.81681 -1.08371 -4.99789
54 H -3.95527 -0.45100 -3.81358
55 H -3.29371 -2.07272 -3.61706
56 H 0.21337 -2.29360 -1.62866
57 H 2.15140 -3.63543 -2.28095
58 H 2.82089 -3.76099 -4.66606
59 H 1.58638 -2.46135 -6.37642
60 H -0.32756 -1.11953 -5.73777

Computed properties:
Total charge = +3
2S+1 = 6
HOMO level (alpha / beta) = -16.824 / -17.254 eV
Energy relative to the best compared isomer or geometry (same formula, charge and spin) = 140.43 kJ/mol

Atom charges from the Mulliken analysis, given in e for atoms 1 to 4:
1. Ir 0.9372
2. O -0.5704
3. C -0.2695
4. C 0.5975

=====

2.
Entry from the Open Molecules 2025 dataset: one molecule with the formula C21H28N2O (ωB97M-V with the def2-TZVPD basis set).

Positions of all 52 atoms, in Å:
1 C -3.64708 -2.14212 0.66591
2 C -4.73980 -1.18216 0.29716
3 C -6.06154 -1.60888 0.33558
4 C -7.10114 -0.76812 -0.01600
5 C -6.82811 0.52462 -0.42908
6 C -5.51881 0.96240 -0.47704
7 C -4.46751 0.12767 -0.10694
8 C -3.09371 0.66391 -0.16640
9 C -2.27421 0.68300 0.95918
10 C -1.00352 1.21890 0.89400
11 C -0.51269 1.73907 -0.29800
12 C 0.87440 2.31848 -0.34409
13 N 1.82862 1.43531 0.30418
14 C 3.12137 2.05336 0.49993
15 C 3.97870 1.10940 1.32872
16 N 4.19702 -0.15158 0.63643
17 C 5.02114 -1.01358 1.46376
18 C 2.92130 -0.78135 0.28742
19 C 3.12283 -2.01882 -0.60992
20 C 4.25319 -1.87189 -1.65281
21 O 4.45985 -0.56404 -2.10930
22 C 2.00881 0.20851 -0.44854
23 C -1.32701 1.71931 -1.42115
24 C -2.60589 1.19708 -1.35465
25 H -3.48881 -2.14191 1.74472
26 H -2.70917 -1.87424 0.18556
27 H -3.91994 -3.15374 0.37164
28 H -6.27562 -2.62291 0.64390
29 H -8.12062 -1.12268 0.02530
30 H -7.63192 1.18785 -0.71306
31 H -5.29652 1.97250 -0.79115
32 H -2.64812 0.29341 1.89461
33 H -0.36891 1.23277 1.76701
34 H 0.87991 3.26681 0.20534
35 H 1.15946 2.53257 -1.39008
36 H 2.99154 2.99298 1.04296
37 H 3.62502 2.26901 -0.46019
38 H 4.95500 1.56480 1.51635
39 H 3.47768 0.94492 2.29842
40 H 5.23371 -1.94525 0.94802
41 H 5.96519 -0.50739 1.66378
42 H 4.54060 -1.24831 2.42606
43 H 2.39592 -1.09462 1.21017
44 H 3.33397 -2.89869 -0.00062
45 H 2.17747 -2.20017 -1.12309
46 H 5.19189 -2.26527 -1.23480
47 H 4.01125 -2.46823 -2.53684
48 H 4.65164 -0.03306 -1.31650
49 H 1.02818 -0.25747 -0.57471
50 H 2.42504 0.41517 -1.44831
51 H -0.95948 2.11806 -2.35639
52 H -3.23059 1.18461 -2.23646

Computed properties:
Total charge = 0
HOMO level = -8.536 eV
Energy relative to the best compared isomer or geometry (same formula, charge and spin) = 115.98 kJ/mol
Structure (SMILES) = Cc1ccccc1-c1ccc(CN2CCN(C)[C@H](CCO)C2)cc1

Atom charges from the Mulliken analysis, given in e for atoms 1 to 4:
1. C -1.7522
2. C 0.9467
3. C -0.5822
4. C -0.5886

=====

3.
Entry from the Open Molecules 2025 dataset: one molecule with the formula C21H28N2O5S at a distorted geometry (ωB97M-V with the def2-TZVPD basis set).

Positions of all 57 atoms, in Å:
1 C 1.60597 2.58078 1.03701
2 O 0.78649 1.63594 1.69315
3 C -0.02446 2.05250 2.68383
4 C -0.22635 3.38794 3.03879
5 C -1.09002 3.71806 4.06775
6 C -1.76863 2.73768 4.77246
7 C -1.57485 1.41132 4.42958
8 C -0.71577 1.07506 3.40349
9 S -0.58892 -0.67463 3.01375
10 O 0.69018 -1.02178 2.46784
11 O -1.03857 -1.41291 4.16432
12 C -1.88296 -0.89775 1.70153
13 C -1.55347 0.00202 0.59045
14 C -2.10640 1.17941 0.15910
15 C -1.27468 1.64808 -0.87995
16 C -0.25868 0.73510 -0.99595
17 C 0.93436 0.71262 -1.86609
18 O 1.05003 1.43432 -2.84076
19 N 1.88842 -0.13338 -1.42070
20 C 3.00341 -0.53327 -2.23864
21 C 2.83551 -1.99882 -2.67637
22 N 1.57344 -2.16729 -3.35327
23 C 1.58682 -1.86015 -4.76651
24 C 0.32070 -1.12765 -5.21263
25 C -0.97803 -1.85624 -4.86860
26 C -1.27540 -1.83391 -3.36805
27 C -0.63247 -2.96973 -2.56745
28 C 0.78660 -3.33410 -3.02907
29 O -0.43921 -0.26742 -0.10740
30 H 2.22644 2.00405 0.35408
31 H 2.24326 3.11507 1.74729
32 H 1.00992 3.29469 0.46084
33 H 0.28644 4.17417 2.50882
34 H -1.23004 4.75836 4.32075
35 H -2.43581 3.00255 5.57691
36 H -2.06473 0.60837 4.95723
37 H -1.82148 -1.94841 1.42739
38 H -2.83753 -0.66833 2.16176
39 H -2.99733 1.64141 0.53313
40 H -1.39492 2.53717 -1.46370
41 H 1.66053 -0.72138 -0.63113
42 H 3.00821 0.13128 -3.10498
43 H 3.93991 -0.41504 -1.68378
44 H 3.69797 -2.28583 -3.30063
45 H 2.84805 -2.62319 -1.77901
46 H 2.44253 -1.21572 -4.97902
47 H 1.70506 -2.78208 -5.36628
48 H 0.30662 -0.14265 -4.74331
49 H 0.37913 -0.98469 -6.29450
50 H -1.79295 -1.34888 -5.39079
51 H -0.94636 -2.88424 -5.23507
52 H -0.93069 -0.87692 -2.97560
53 H -2.35595 -1.88009 -3.20880
54 H -0.60351 -2.67181 -1.51708
55 H -1.24852 -3.86941 -2.63982
56 H 1.26815 -3.90847 -2.23125
57 H 0.71921 -3.99836 -3.90412

Computed properties:
Total charge = 0
HOMO level = -8.235 eV
Energy relative to the best compared isomer or geometry (same formula, charge and spin) = 206.98 kJ/mol
Structure (SMILES) = COc1ccccc1S(=O)(=O)Cc1ccc(C(=O)NCCN2CCCCCC2)o1

Atom charges from the Mulliken analysis, given in e for atoms 1 to 4:
1. C -1.1334
2. O -0.1245
3. C 0.7496
4. C -0.6755